[1]
{"formula": "C6H7NO2", "method": "ωB97M-V with the def2-TZVPD basis set", "total_charge": 0, "spin_multiplicity": 1, "e_above_lowest_kcal_mol": 96.9, "energy_ev": -11916.228, "gap_ev": 9.69, "mol_weight_g_mol": 125.13, "species": ["C", "C", "C", "C", "C", "C", "N", "O", "O", "H", "H", "H", "H", "H", "H", "H"], "positions_angstrom": [[0.645, -1.307, 0.687], [-0.638, -1.174, -0.020], [0.947, 0.966, 0.156], [1.247, -2.403, 1.131], [1.116, 2.246, 0.061], [-1.697, 0.906, -1.055], [-0.680, 0.036, -0.620], [-1.443, -2.088, -0.200], [1.424, -0.076, 0.765], [2.324, -2.489, 1.489], [0.548, -3.232, 1.184], [1.995, 2.580, 0.438], [0.375, 2.747, -0.488], [-1.516, 2.034, -0.875], [-1.960, 0.775, -2.106], [-2.685, 0.477, -0.547]]}

***

[2]
{"formula": "C12H15F9O6", "method": "ωB97M-V with the def2-TZVPD basis set", "total_charge": 0, "spin_multiplicity": 1, "e_above_lowest_kcal_mol": 143.1, "energy_ev": -49424.536, "gap_ev": 11.67, "smiles": "CCOC(=O)C(F)(F)F.CCOC(=O)C(F)(F)F.CCOC(=O)C(F)(F)F", "mol_weight_g_mol": 426.23, "species": ["C", "C", "O", "C", "O", "C", "F", "F", "F", "H", "H", "H", "H", "H", "C", "C", "O", "C", "O", "C", "F", "F", "F", "H", "H", "H", "H", "H", "C", "C", "O", "C", "O", "C", "F", "F", "F", "H", "H", "H", "H", "H"], "positions_angstrom": [[-1.175, -0.054, 0.056], [0.068, -0.031, -0.785], [-0.050, -0.795, -1.959], [1.065, -1.346, -2.443], [2.087, -1.641, -1.801], [0.975, -1.656, -3.930], [0.766, -0.578, -4.713], [2.035, -2.389, -4.399], [-0.056, -2.498, -4.066], [-1.193, 0.397, 0.843], [-1.526, -1.204, 0.012], [-1.671, 0.337, -0.724], [0.953, -0.357, -0.301], [0.152, 0.940, -0.899], [-1.423, 7.830, 0.935], [-0.103, 6.859, 0.634], [-0.360, 5.647, 1.142], [0.587, 4.691, 1.026], [1.704, 4.934, 0.634], [0.052, 3.360, 1.670], [-1.272, 3.315, 1.595], [0.426, 2.382, 0.770], [0.415, 3.152, 2.988], [-2.190, 7.081, 0.583], [-1.494, 8.627, 0.405], [-1.383, 7.967, 2.096], [0.773, 7.199, 1.203], [0.322, 7.014, -0.411], [1.321, -4.299, 2.214], [0.109, -5.236, 2.182], [0.082, -5.653, 0.741], [-0.651, -4.913, -0.158], [-1.217, -3.913, 0.124], [-0.606, -5.634, -1.582], [-0.290, -6.912, -1.508], [-1.852, -5.462, -2.266], [0.277, -4.889, -2.275], [2.240, -4.704, 2.215], [1.372, -3.608, 3.237], [1.188, -3.494, 1.423], [-0.666, -4.455, 2.714], [0.211, -6.013, 2.779]]}

***

[3]
{"formula": "C4H9NO2", "method": "ωB97M-V with the def2-TZVPD basis set", "total_charge": 0, "spin_multiplicity": 1, "e_above_lowest_kcal_mol": 131.3, "energy_ev": -9874.366, "gap_ev": [7.40, 7.40], "mol_weight_g_mol": 103.12, "species": ["C", "C", "N", "C", "O", "O", "C", "H", "H", "H", "H", "H", "H", "H", "H", "H"], "positions_angstrom": [[-2.505, 0.779, 0.858], [-1.352, -0.082, 0.482], [-0.229, 0.487, 0.021], [0.584, -0.740, -0.290], [0.966, -1.379, 0.675], [1.368, -0.477, -1.386], [2.701, -0.175, -0.938], [-2.723, 1.587, 0.156], [-3.410, 0.231, 1.124], [-2.120, 1.247, 1.781], [-1.194, -0.982, 1.065], [-0.844, -1.412, -0.805], [-0.358, 1.051, -0.817], [3.261, 0.167, -1.809], [2.681, 0.622, -0.182], [3.174, -1.056, -0.496]]}

***

[4]
{"formula": "C4H11O", "method": "ωB97M-V with the def2-TZVPD basis set", "total_charge": -1, "spin_multiplicity": 1, "e_above_lowest_kcal_mol": 46.2, "energy_ev": -6371.208, "gap_ev": 6.21, "mol_weight_g_mol": 75.13, "species": ["C", "O", "H", "H", "H", "C", "C", "C", "H", "H", "H", "H", "H", "H", "H", "H"], "positions_angstrom": [[-1.042, -1.263, -2.063], [0.156, -0.724, -2.044], [-1.633, -1.173, -1.036], [-1.034, -2.325, -2.548], [-1.674, -0.813, -2.798], [-0.470, -0.029, 1.720], [0.294, 0.383, 0.362], [1.547, 1.243, 0.751], [-1.039, -0.920, 1.411], [0.108, -0.283, 2.628], [-1.123, 0.815, 1.872], [0.719, -0.606, -0.207], [-0.202, 1.031, -0.524], [1.155, 2.065, 1.441], [1.761, 1.933, -0.160], [2.477, 0.667, 1.194]]}